A molecular structure, C19H15CoN11. Source: the OMol25 dataset; level of theory: ωB97M-V with the def2-TZVPD basis set.

The multiplicity is 4. The value obtained for the total energy is -2718.0097 hartree. Its charge is -2. As for the HOMO energy (alpha / beta): -0.1008 / -0.9189 eV. The LUMO energy (alpha / beta) is 0.1930 / 0.1607 Eh. Its expectation value of S² is 3.804. The energy above the lowest of the compared OMol25 structures with the same formula, charge and spin comes out at 115.9 kJ/mol.

Last column: Löwdin charge in e.
CARTESIAN COORDINATES (ANGSTROEM)
Co1 -0.458 -0.648 0.139  0.51
C1 -2.286 1.238 -0.009  -0.22
C2 -1.349 2.286 -0.172  -0.23
C3 -1.170 2.913 1.072  -0.23
C4 -2.027 2.282 2.001  -0.21
C5 -2.709 1.254 1.341  -0.21
H1 -2.723 0.650 -0.805  0.07
H2 -0.868 2.552 -1.106  0.08
H3 -0.488 3.730 1.284  0.06
H4 -2.100 2.511 3.059  0.05
H5 -3.401 0.556 1.794  0.06
N1 0.154 -1.362 3.448  0.15
C6 0.951 -0.442 2.851  -0.39
N2 2.062 0.086 3.395  0.06
N3 2.562 0.884 2.471  0.06
N4 1.784 0.818 1.442  -0.09
N5 0.747 0.008 1.625  0.13
C7 -1.045 -1.802 2.897  -0.47
N6 -1.927 -2.474 3.615  0.00
N7 -2.920 -2.724 2.736  -0.12
N8 -2.638 -2.231 1.583  -0.06
N9 -1.431 -1.625 1.637  -0.01
H6 0.266 -1.506 4.435  0.13
C8 4.055 2.587 -0.570  -0.16
C9 4.141 1.644 -1.607  -0.14
C10 3.114 0.713 -1.834  -0.08
C11 1.998 0.661 -1.015  -0.22
C12 1.903 1.600 0.168  -0.18
C13 2.989 2.603 0.281  -0.08
N10 0.907 -0.121 -1.184  -0.08
N11 0.912 -0.814 -2.359  0.06
C14 -0.214 -1.580 -2.457  -0.33
C15 -0.432 -2.275 -3.664  -0.07
C16 -1.562 -3.054 -3.809  -0.15
C17 -2.471 -3.143 -2.750  -0.14
C18 -2.243 -2.460 -1.559  -0.13
C19 -1.119 -1.658 -1.365  -0.13
H7 4.838 3.330 -0.460  0.08
H8 5.003 1.653 -2.264  0.07
H9 3.155 0.038 -2.676  0.07
H10 0.900 2.055 0.127  0.10
H11 2.904 3.338 1.070  0.09
H12 0.295 -2.172 -4.463  0.09
H13 -1.745 -3.589 -4.735  0.08
H14 -3.361 -3.755 -2.859  0.08
H15 -2.955 -2.555 -0.748  0.06

Atoms 1-3, force components in eV/Å:
Co 0.112 -0.284 0.267
C 0.011 0.022 0.072
C -0.006 -0.018 -0.038